Entry 1:
ORCA calculation (wB97M-V/def2-TZVPD) on a cluster of 2 separate species, C8H11INP in total.

Results
Spin multiplicity   1
Relative energy (zero: lowest compared OMol25 entry of this formula, charge and spin)   1.480 eV
HOMO energy   -0.242 Eh
Total energy   -1005.15608 Ha
Gap between HOMO and LUMO   3.92 eV
LUMO   -2.67 eV

Element x y z (Å)
C -2.116249 2.590248 -0.100956
C -0.814246 2.444035 0.324717
C -2.718729 1.641931 -0.906813
C -0.206896 1.275586 0.003560
C -2.125166 0.432572 -1.251276
C -0.813930 0.231482 -0.746159
C 0.887583 -1.182349 1.347184
C 2.050291 -2.688886 -0.178481
N 1.033475 -1.712630 0.039185
P 0.068072 -1.260838 -1.223240
I 4.069878 1.109729 -0.223676
H -2.810260 3.259917 0.349165
H -0.282574 3.197059 0.904059
H -3.705305 1.975930 -1.223086
H 0.765164 0.968438 0.224926
H -2.661728 -0.358693 -1.715380
H -0.031197 -0.667673 1.353547
H 0.816235 -2.020379 2.160449
H 1.650985 -0.498980 1.578737
H 1.810975 -3.576106 0.293955
H 2.185648 -2.945575 -1.252571
H 2.947971 -2.214823 0.242153

Force components x, y, z for each atom (eV/Å):
-0.211 -0.850 0.375
0.229 0.626 0.407
-0.784 0.096 -0.475
0.006 -2.050 -1.445
1.077 0.789 1.050
-0.937 0.340 0.077
-0.634 -2.189 2.226
1.562 1.046 -1.520
-2.429 0.725 -2.180
0.903 0.161 0.633
-0.555 -0.359 0.072
0.044 1.256 -0.107
-0.224 -0.204 -0.038
-0.080 -0.879 -0.114
1.816 0.822 0.828
-0.367 -0.320 -0.727
-1.027 0.547 0.482
0.402 1.301 -1.610
1.436 0.795 0.363
-0.428 -1.803 1.404
-0.024 0.584 0.666
0.225 -0.434 -0.367

Here are the Mulliken charges for atoms 1 to 5, given in e:
1 C -0.320
2 C -0.697
3 C -0.437
4 C -0.111
5 C -0.587

Entry 2:
ORCA calculation (wB97M-V/def2-TZVPD) on an isolated molecule of C5H7NOS.

Results
Spin multiplicity   1
Relative energy (zero: lowest compared OMol25 entry of this formula, charge and spin)   1.585 eV
HOMO energy   -0.311 Eh
Total energy   -722.85982 Ha
Gap between HOMO and LUMO   9.09 eV
LUMO   0.64 eV
SMILES   C=CS/C(N)=C\C=O

Element x y z (Å)
C 1.005666 2.285367 1.755254
C 1.114135 1.025715 1.275811
S -0.298512 -0.030203 1.114107
C -0.165033 -0.465671 -0.594624
N 0.780175 0.209692 -1.330495
C -0.924972 -1.458780 -1.139733
C -1.893239 -2.220006 -0.382501
O -2.183730 -2.018723 0.798890
H 0.038565 2.716249 1.931920
H 1.888069 2.895149 1.982286
H 2.077927 0.593370 1.075064
H 0.745388 0.062363 -2.318639
H 1.008873 1.136464 -1.032686
H -0.809220 -1.688860 -2.189565
H -2.384092 -3.042127 -0.945089

Force components x, y, z for each atom (eV/Å):
0.591 -1.247 -0.523
-0.279 1.529 0.561
-0.028 -0.009 -0.208
0.197 0.023 -0.020
-0.363 -0.459 0.441
-0.174 0.016 0.352
0.007 0.174 0.713
0.245 -0.137 -1.021
-0.291 0.148 0.119
-0.339 -0.338 -0.131
0.271 -0.162 -0.035
0.003 0.005 -0.336
0.118 0.310 0.034
0.017 0.009 -0.084
0.026 0.138 0.139

Here are the Mulliken charges for atoms 1 to 5, given in e:
1 C -0.459
2 C -0.462
3 S -0.021
4 C 0.788
5 N -0.492

Entry 3:
ORCA calculation (wB97M-V/def2-TZVPD) on a structure of composition C31H53BN7NiOSe.

Results
Spin multiplicity   3
Relative energy (zero: lowest compared OMol25 entry of this formula, charge and spin)   0.000 eV
HOMO energy (alpha / beta)   -0.172 / -0.171 Eh
Total energy   -5606.44185 Ha
Gap between HOMO and LUMO (alpha / beta)   7.11 / 7.09 eV
LUMO (alpha / beta)   2.43 / 2.43 eV
Net charge   -1

Element x y z (Å)
Ni -0.189487 -1.070659 1.043978
C 4.099530 -2.332515 1.337721
C 2.863787 -2.720233 0.525523
C 3.067881 -4.041749 -0.213661
C 2.491161 -1.624861 -0.425382
C 3.253981 -1.061760 -1.464117
C 2.469846 -0.052599 -1.988978
C 2.805832 0.972017 -3.034944
C 4.077504 0.582822 -3.784912
C 2.969296 2.354681 -2.389649
N 1.297457 -0.060106 -1.319226
N 1.324792 -1.005968 -0.356688
B 0.003240 0.758732 -1.494194
N -1.236789 -0.174145 -1.576666
N -1.674104 -0.757393 -0.426859
C -2.871006 -1.273704 -0.666193
C -3.211719 -1.046685 -2.008726
C -2.152525 -0.353575 -2.555401
C -2.029923 0.066971 -3.996145
C -2.201881 1.571007 -4.222923
C -0.760748 -0.470782 -4.658488
C -3.743102 -1.951852 0.355381
C -3.878064 -3.449637 0.065755
C -3.314370 -1.698539 1.795950
N -0.165049 1.672234 -0.255719
N -0.062097 1.123563 0.984100
C -0.177840 2.112685 1.860807
C -0.369795 3.328199 1.181834
C -0.361849 3.002816 -0.160361
C -0.630146 3.895900 -1.336281
C 0.108682 5.226216 -1.208573
C -2.139105 4.115789 -1.484530
C -0.132742 1.880595 3.341142
C -1.545579 1.908342 3.925946
C 0.768483 2.903076 4.029961
H 4.340654 -3.117316 2.057920
H 4.967211 -2.190841 0.687375
H 3.928736 -1.405087 1.886856
H 2.024878 -2.838549 1.210741
H 3.892229 -3.962172 -0.928774
H 3.301061 -4.841716 0.491668
H 2.165283 -4.330902 -0.752708
H 4.253709 -1.332114 -1.760013
H 1.991113 1.008809 -3.762957
H 4.930766 0.532657 -3.104819
H 3.970539 -0.389569 -4.268590
H 4.302710 1.326458 -4.550854
H 3.627219 2.283089 -1.520538
H 3.409500 3.063322 -3.095242
H 2.016442 2.754966 -2.048361
H 0.077788 1.405911 -2.494121
H -4.109472 -1.357811 -2.518661
H -2.877390 -0.423652 -4.484260
H -1.361886 2.134312 -3.818199
H -2.266292 1.782804 -5.293144
H -3.114346 1.933681 -3.747309
H 0.127685 -0.023212 -4.219025
H -0.686101 -1.551879 -4.534640
H -0.765532 -0.242468 -5.727159
H -4.734640 -1.503427 0.217772
H -2.923053 -3.958880 0.179392
H -4.588477 -3.905087 0.759638
H -4.234926 -3.623842 -0.951267
H -2.387612 -2.221058 2.031163
H -3.159223 -0.635186 1.989164
H -4.083585 -2.065979 2.478977
H -0.500438 4.306699 1.614142
H -0.276707 3.392151 -2.237179
H -0.225287 5.772675 -0.323967
H 1.184892 5.071149 -1.121035
H -0.082083 5.854586 -2.081439
H -2.531604 4.635055 -0.607334
H -2.361479 4.715375 -2.371049
H -2.662109 3.162509 -1.571206
H 0.259456 0.873910 3.487154
H -2.018571 2.883568 3.773322
H -2.163625 1.144418 3.452355
H -1.520370 1.701858 4.998665
H 0.389650 3.921839 3.902912
H 0.820824 2.700168 5.102102
H 1.782119 2.869535 3.626537
Se -0.455437 -6.084097 0.676278
C -0.377356 -4.290835 0.771439
N -0.328423 -3.131624 0.829906
C 1.188704 -2.708729 4.225611
C -0.181894 -2.185319 3.801003
C -0.989339 -1.741856 5.019791
O -0.051247 -1.110870 2.927375
H 1.103966 -3.513803 4.961522
H 1.772668 -1.891008 4.658604
H 1.727323 -3.094484 3.359553
H -0.719518 -3.025670 3.332809
H -0.463158 -0.934176 5.538720
H -1.147059 -2.565423 5.722298
H -1.962481 -1.361777 4.701615

Force components x, y, z for each atom (eV/Å):
0.013 0.010 0.009
0.003 -0.009 -0.004
0.016 0.002 0.023
0.004 -0.006 0.004
0.061 0.007 -0.011
0.070 0.094 0.103
-0.155 -0.044 -0.095
0.106 -0.047 -0.003
-0.024 -0.037 0.000
0.027 -0.041 -0.021
-0.026 -0.004 0.015
-0.038 -0.116 -0.028
-0.024 0.015 -0.017
0.011 -0.020 -0.016
-0.036 0.001 -0.019
0.025 0.012 -0.016
0.014 -0.025 -0.011
-0.010 0.008 0.014
0.005 0.008 0.010
0.005 -0.003 -0.003
-0.038 -0.012 0.001
0.011 0.000 0.007
-0.029 0.012 -0.008
0.009 -0.006 -0.003
-0.025 -0.007 0.007
0.026 0.037 0.025
-0.025 0.003 -0.017
0.020 -0.005 0.017
-0.014 0.005 -0.002
0.003 -0.010 -0.023
-0.014 0.001 0.005
0.008 -0.001 -0.002
0.004 0.014 0.007
-0.012 -0.011 -0.008
-0.004 0.010 0.005
0.001 0.003 -0.001
0.004 0.002 -0.001
0.001 -0.003 0.001
0.016 -0.001 -0.011
-0.002 0.002 -0.005
-0.004 0.007 -0.006
0.005 0.003 0.009
-0.019 -0.010 -0.004
-0.045 0.096 0.030
-0.003 0.013 -0.005
0.016 0.008 0.020
0.007 -0.001 -0.013
0.024 0.009 -0.031
-0.043 0.005 -0.027
-0.053 -0.018 0.055
0.042 0.023 0.001
0.004 0.000 0.003
-0.012 0.007 0.003
-0.007 0.006 -0.001
0.005 -0.002 0.004
0.003 -0.002 -0.006
0.064 0.016 0.024
0.002 0.009 0.005
0.001 -0.002 0.007
0.001 0.009 0.009
0.053 -0.014 0.010
0.002 0.004 -0.004
0.001 0.001 0.004
0.001 0.000 -0.003
-0.001 -0.009 -0.002
0.001 0.002 0.000
0.004 -0.005 -0.003
0.034 0.003 0.007
0.004 -0.003 0.000
0.001 0.009 0.003
0.003 -0.002 0.003
0.000 0.001 -0.005
0.003 -0.005 0.004
-0.001 -0.003 0.001
0.014 -0.007 0.001
0.004 -0.003 -0.001
0.005 0.004 0.005
0.001 0.003 -0.002
0.000 -0.008 0.004
0.001 0.000 -0.003
-0.003 0.001 0.000
-0.006 0.001 0.002
0.032 -0.007 -0.024
-0.134 -0.025 0.014
-0.011 0.017 0.001
-0.007 -0.008 -0.018
-0.007 0.013 0.012
0.019 0.036 0.016
-0.004 0.006 -0.011
-0.001 -0.005 0.003
0.016 -0.003 -0.011
0.001 -0.002 -0.006
-0.004 -0.006 -0.005
0.000 0.002 0.000
0.001 -0.001 0.004

Here are the Mulliken charges for atoms 1 to 5, given in e:
1 Ni -0.273
2 C -1.678
3 C 2.579
4 C -1.634
5 C -0.703